The following is a quantum chemistry calculation of a 12-piece molecular cluster, C31H49Cl12N5O4 overall, from OMol25.

```
101
Properties=species:S:1:pos:R:3
Cl 3.02 -2.74 2.79
C 4.07 -3.61 3.91
Cl 5.38 -4.36 3.00
Cl 4.77 -2.51 5.10
Cl 3.14 -4.84 4.74
Cl -3.55 -0.61 -1.74
C -4.74 0.66 -1.88
Cl -5.89 0.55 -0.53
Cl -3.91 2.19 -1.82
Cl -5.64 0.43 -3.37
Cl 5.14 1.08 2.39
C 4.59 1.52 4.01
Cl 3.12 0.66 4.41
Cl 5.87 1.16 5.18
Cl 4.28 3.29 4.03
C -2.57 2.49 2.09
C -2.15 3.81 2.46
C -3.27 4.55 2.68
N -4.35 3.71 2.52
C -3.91 2.45 2.21
H -1.94 1.67 1.78
H -1.17 4.22 2.33
H -3.34 5.61 2.85
H -5.31 3.96 2.66
H -4.66 1.72 1.98
C 4.78 3.44 0.01
C 4.65 2.56 -1.10
C 3.38 2.71 -1.58
N 2.75 3.66 -0.82
C 3.58 4.08 0.17
H 5.61 3.60 0.67
H 5.39 1.90 -1.53
H 2.90 2.36 -2.48
H 1.80 3.95 -1.02
H 3.26 4.81 0.89
C -0.38 -1.62 -4.64
C -0.21 -0.79 -3.48
C 0.38 0.38 -3.91
N 0.52 0.31 -5.27
C 0.10 -0.92 -5.72
H -0.77 -2.62 -4.64
H -0.49 -1.05 -2.48
H 0.75 1.23 -3.35
H 1.01 0.99 -5.82
H 0.23 -1.23 -6.74
C -0.54 0.41 -0.20
C -0.43 -0.69 0.70
C 0.67 -0.46 1.47
N 1.20 0.76 1.11
C 0.47 1.28 0.09
H -1.27 0.59 -0.97
H -1.07 -1.55 0.81
H 1.11 -1.00 2.29
H 1.94 1.22 1.60
H 0.73 2.24 -0.34
C -0.14 4.20 -2.26
C -0.79 4.37 -1.01
C -0.44 5.60 -0.52
N 0.33 6.21 -1.48
C 0.49 5.39 -2.56
H -0.18 3.29 -2.83
H -1.40 3.64 -0.50
H -0.68 6.11 0.39
H 0.62 7.17 -1.45
H 1.11 5.72 -3.37
C 0.90 -4.01 -0.24
C 0.97 -5.04 0.86
O -0.11 -5.98 0.73
H 0.89 -4.49 -1.22
H 1.76 -3.33 -0.24
H 0.05 -3.34 -0.08
H 0.92 -4.58 1.85
H 1.89 -5.61 0.76
H -0.92 -5.53 1.02
C -3.78 -0.89 2.90
C -5.17 -1.52 3.08
O -5.35 -2.74 2.35
H -3.61 -0.11 3.63
H -3.68 -0.55 1.87
H -3.01 -1.65 3.10
H -5.91 -0.83 2.67
H -5.39 -1.60 4.15
H -5.00 -3.47 2.87
C 4.53 -1.81 -1.48
C 3.26 -1.18 -1.89
O 2.76 -1.92 -2.97
H 4.35 -2.80 -1.07
H 5.02 -1.21 -0.71
H 5.25 -1.87 -2.30
H 3.43 -0.13 -2.20
H 2.55 -1.13 -1.06
H 1.87 -1.58 -3.19
C -2.64 -5.04 -1.36
C -3.31 -4.17 -0.33
O -2.50 -4.17 0.86
H -2.43 -6.04 -1.00
H -1.69 -4.60 -1.67
H -3.28 -5.07 -2.25
H -4.30 -4.57 -0.10
H -3.38 -3.15 -0.73
H -2.90 -3.58 1.51
```

Its charge is 0. As for the gap between HOMO and LUMO: 8.41 eV. As for the total energy: -198848.7163 eV. As for the highest occupied orbital energy: -8.22 eV.

The following is a quantum chemistry calculation of a 15-piece molecular cluster, C31H49Cl29O5 overall, from OMol25.

```
114
Properties=species:S:1:pos:R:3
C 0.78 2.28 -0.95
C 0.78 2.42 -2.43
O -0.08 1.93 -3.11
O 1.79 3.17 -2.93
C 2.40 2.66 -4.13
C 3.81 2.14 -3.82
C 3.76 0.60 -3.71
C 4.79 0.01 -2.72
C 4.15 -0.85 -1.66
C 3.35 0.10 -0.73
O 5.09 -1.51 -0.77
C 4.36 -2.40 -0.08
O 4.64 -2.88 0.96
O 3.22 -2.70 -0.76
C 3.33 -2.06 -2.07
Cl 1.64 -1.76 -2.53
C 4.05 -3.09 -2.96
C 3.11 -4.05 -3.65
C 2.79 -3.87 -4.99
C 1.88 -4.73 -5.61
C 1.32 -5.77 -4.87
C 1.66 -5.97 -3.54
C 2.56 -5.11 -2.92
H 1.63 2.76 -0.48
H 0.70 1.23 -0.68
H -0.13 2.75 -0.58
H 1.80 1.88 -4.60
H 2.46 3.48 -4.83
H 4.48 2.44 -4.62
H 4.10 2.53 -2.85
H 2.77 0.36 -3.33
H 3.88 0.15 -4.69
H 5.56 -0.55 -3.26
H 5.31 0.82 -2.22
H 3.22 1.08 -1.18
H 3.84 0.24 0.22
H 2.36 -0.27 -0.52
H 4.72 -3.67 -2.35
H 4.62 -2.56 -3.73
H 3.25 -3.05 -5.51
H 1.64 -4.57 -6.65
H 0.60 -6.43 -5.34
H 1.22 -6.76 -2.95
H 2.83 -5.20 -1.88
C -1.76 5.38 -2.04
Cl -1.06 5.08 -0.44
Cl -1.42 7.01 -2.62
H -1.33 4.67 -2.74
H -2.83 5.24 -1.98
C -3.49 6.29 2.29
Cl -2.79 7.16 3.66
Cl -4.71 7.26 1.44
H -2.70 6.05 1.59
H -3.96 5.39 2.65
C -1.44 2.76 3.02
Cl -2.70 2.96 1.79
Cl -0.24 4.06 2.96
H -1.90 2.77 4.00
H -0.93 1.81 2.85
C -0.04 -2.27 -8.16
Cl 0.64 -3.71 -8.94
Cl 1.22 -1.10 -7.74
H -0.73 -1.80 -8.84
H -0.54 -2.58 -7.25
C -3.58 3.27 6.85
Cl -4.56 2.57 5.56
Cl -1.96 3.69 6.27
H -4.06 4.17 7.21
H -3.48 2.54 7.65
C -0.50 -0.97 -11.73
Cl -0.55 -0.42 -13.40
Cl -1.76 -0.23 -10.74
H -0.64 -2.05 -11.72
H 0.47 -0.71 -11.31
C -5.32 -1.16 5.25
Cl -4.78 -2.50 6.28
Cl -4.76 -1.34 3.59
H -6.41 -1.14 5.26
H -4.93 -0.24 5.66
C -6.12 1.01 0.98
Cl -5.94 1.57 2.64
Cl -6.31 2.36 -0.15
H -5.24 0.45 0.70
H -7.00 0.38 0.92
C -4.04 -4.57 9.11
Cl -5.62 -4.97 9.81
Cl -2.73 -4.90 10.23
H -3.90 -5.17 8.21
H -4.03 -3.51 8.86
C -8.15 -2.62 8.60
Cl -9.38 -2.46 7.34
Cl -6.97 -1.31 8.53
H -8.63 -2.60 9.57
H -7.63 -3.56 8.45
C -0.49 8.83 6.47
Cl -1.03 7.16 6.67
Cl -1.77 9.85 5.79
H -0.22 9.22 7.45
H 0.36 8.85 5.80
C 3.01 -1.45 3.58
Cl 3.49 -0.86 5.19
Cl 2.09 -0.23 2.69
H 3.91 -1.69 3.02
H 2.39 -2.32 3.70
C 6.67 -3.45 -5.62
Cl 6.06 -1.86 -6.10
Cl 5.61 -4.75 -6.16
H 7.65 -3.59 -6.06
H 6.73 -3.48 -4.54
C 0.07 -2.77 6.06
Cl -0.61 -4.40 5.94
Cl -0.95 -1.57 5.25
H 0.15 -2.50 7.11
H 1.05 -2.77 5.60
```

Its charge is 0. As for the gap between HOMO and LUMO: 9.53 eV. As for the total energy: -406330.8233 eV. As for the highest occupied orbital energy: -9.30 eV.

Q: Which of these has the highest gap between HOMO and LUMO?
A: C31H49Cl29O5

Q: Among the records above, which one has the highest highest occupied orbital energy?
A: C31H49Cl12N5O4